*P*
ORCA calculation (wB97M-V/def2-TZVPD) on 2 unconnected molecules or ions with the total composition C3H12N3O.

Each line ends with the natural charge from an NBO analysis.
Atoms and positions in Å:
C -0.291 1.604 -0.784  -0.418
C -1.145 -0.718 -0.858  0.675
N -0.142 0.122 -0.808  -0.546
N -2.327 -0.297 -1.368  -0.757
N -1.138 -1.844 -0.083  -0.756
H 0.784 -0.153 -0.474  0.456
H 0.718 1.988 -0.626  0.235
H -0.848 1.829 0.116  0.218
H -2.540 0.676 -1.476  0.429
H -3.043 -1.005 -1.364  0.419
H -0.389 -2.512 -0.281  0.415
H -1.917 -2.489 -0.225  0.398
H -0.831 1.983 -1.655  0.219
C 2.409 0.617 2.422  -0.275
O 2.196 0.234 1.051  -0.749
H 2.489 1.053 0.614  0.468
H 3.403 0.226 2.668  0.190
H 1.793 0.031 3.142  0.193
H 2.307 1.689 2.649  0.187

Computed properties:
Charge   +1
Spin multiplicity   1
HOMO-LUMO gap   10.8 eV
HOMO   -13.9 eV
LUMO   -3.06 eV

***

*Q*
ORCA calculation (wB97M-V/def2-TZVPD) on 2 unconnected molecules or ions with the total composition C3H12N3O.

Each line ends with the natural charge from an NBO analysis.
Atoms and positions in Å:
C -1.422 0.070 0.656  -0.242
C -0.144 0.958 0.655  -0.112
C 1.538 -0.322 0.492  0.265
N -1.439 -0.777 -0.551  -0.703
N 0.002 1.706 -0.510  -0.843
N 1.075 -1.538 -0.111  -0.894
O 2.193 0.392 -0.479  -0.697
H -2.276 0.602 0.558  0.205
H -1.544 -0.528 1.503  0.231
H 0.171 1.407 1.540  0.229
H 1.998 -0.427 1.482  0.181
H -2.119 -1.509 -0.610  0.439
H -1.535 -0.158 -1.395  0.412
H -0.521 1.370 -1.283  0.357
H -0.037 2.702 -0.293  0.411
H 1.386 -1.708 -1.125  0.414
H 1.268 -2.270 0.454  0.390
H -0.487 -1.260 -0.662  0.461
H 1.893 1.289 -0.320  0.497

Computed properties:
Charge   +1
Spin multiplicity   1
HOMO-LUMO gap   8.5 eV
HOMO   -11.9 eV
LUMO   -3.38 eV

***

*R*
ORCA calculation (wB97M-V/def2-TZVPD) on 2 unconnected molecules or ions with the total composition C3H12N3O.

Each line ends with the natural charge from an NBO analysis.
Atoms and positions in Å:
C 0.487 0.282 -3.550  -0.264
O 0.589 1.271 -2.496  -0.751
H 0.199 2.074 -2.859  0.480
H 0.211 -0.691 -3.137  0.160
H 1.514 0.203 -3.976  0.191
H -0.322 0.402 -4.225  0.190
C 0.545 -1.579 0.437  -0.435
C -0.435 0.253 1.874  0.676
N -1.055 1.532 1.855  -0.814
N 0.043 -0.230 0.751  -0.518
N -0.325 -0.392 3.023  -0.750
H -0.896 1.960 2.759  0.403
H -2.003 1.522 1.490  0.423
H -0.191 0.353 -0.068  0.452
H 0.268 -1.197 3.127  0.426
H -0.789 -0.064 3.851  0.432
H 0.787 -1.606 -0.619  0.254
H -0.112 -2.379 0.802  0.225
H 1.485 -1.716 0.960  0.220

Computed properties:
Charge   +1
Spin multiplicity   1
HOMO-LUMO gap   10.5 eV
HOMO   -13.5 eV
LUMO   -3.02 eV

***

What should be chosen as the least stable of them? Choose *Q*.

***

*P*
ORCA calculation (wB97M-V/def2-TZVPD) on a molecular structure, C2H6P2.

Each line ends with the natural charge from an NBO analysis.
Atoms and positions in Å:
C 0.243 -0.044 -0.098  -0.396
C -0.281 -1.402 0.304  -0.739
P 2.591 0.125 0.427  0.209
P -0.549 1.522 0.122  0.330
H 0.237 -1.961 1.024  0.231
H -0.240 -1.981 -0.702  0.235
H -1.269 -1.437 0.727  0.220
H 3.066 1.328 -0.312  -0.059
H -1.686 1.363 -0.732  -0.032
H 0.060 2.217 -1.019  0.001

Computed properties:
Charge   0
Spin multiplicity   1
HOMO-LUMO gap (alpha / beta)   8.6 / 6.5 eV
HOMO (alpha / beta)   -8.8 / -7.7 eV
LUMO (alpha / beta)   -0.18 / -1.15 eV

***

*Q*
ORCA calculation (wB97M-V/def2-TZVPD) on a single C2H6P2 molecule.

Each line ends with the natural charge from an NBO analysis.
Atoms and positions in Å:
C -0.757 0.946 -0.297  -0.626
C -1.343 -0.514 -0.212  -0.659
P 2.647 -0.525 0.462  -0.202
P 0.929 0.771 0.187  0.582
H -0.933 -0.923 0.681  0.214
H -1.098 -1.110 -1.133  0.222
H -2.446 -0.620 -0.220  0.231
H 2.625 -1.797 0.081  -0.022
H 1.652 1.982 0.527  0.037
H -1.276 1.790 -0.077  0.224

Computed properties:
Charge   0
Spin multiplicity   1
HOMO-LUMO gap (alpha / beta)   7.2 / 7.2 eV
HOMO (alpha / beta)   -7.5 / -7.5 eV
LUMO (alpha / beta)   -0.33 / -0.33 eV

***

*R*
ORCA calculation (wB97M-V/def2-TZVPD) on a single C2H6P2 molecule.

Each line ends with the natural charge from an NBO analysis.
Atoms and positions in Å:
C -0.773 -0.924 0.449  -0.639
C 0.124 -0.178 -0.510  -0.745
P -1.292 0.835 0.093  0.480
P 1.843 0.333 0.122  0.275
H -1.496 -1.633 0.137  0.239
H -0.169 -1.032 1.436  0.229
H 0.177 -0.657 -1.504  0.248
H -1.938 0.348 -0.965  -0.062
H 1.463 1.161 1.203  -0.023
H 2.061 1.747 -0.460  -0.003

Computed properties:
Charge   0
Spin multiplicity   1
HOMO-LUMO gap   10.1 eV
HOMO   -9.0 eV
LUMO   1.08 eV

***

*S*
ORCA calculation (wB97M-V/def2-TZVPD) on a single C2H6P2 molecule.

Each line ends with the natural charge from an NBO analysis.
Atoms and positions in Å:
C -0.112 0.227 -0.333  -0.509
C 1.360 0.427 -0.120  -0.705
P -1.366 1.309 -1.181  0.318
P -0.878 -1.351 0.301  0.301
H 1.691 1.087 -0.894  0.230
H 1.944 -0.484 -0.332  0.229
H 1.396 0.721 1.031  0.247
H -2.329 0.369 -1.225  -0.066
H -1.627 -0.767 1.300  -0.013
H -0.078 -1.538 1.453  -0.032

Computed properties:
Charge   0
Spin multiplicity   1
HOMO-LUMO gap   8.1 eV
HOMO   -8.4 eV
LUMO   -0.30 eV

***

What should be chosen as the least stable of them? Choose *P*.

***

*P*
ORCA calculation (wB97M-V/def2-TZVPD) on a single C4H9NO4S2 molecule.

Each line ends with the natural charge from an NBO analysis.
Atoms and positions in Å:
C 0.139 -0.077 -0.647  0.142
C 0.551 -0.153 0.764  0.166
C -1.257 0.386 -0.962  -0.653
C -0.488 -0.016 1.895  -0.651
N 0.709 -0.935 -1.569  -0.821
O 3.570 -2.007 2.078  -0.866
O 2.918 0.353 2.563  -0.894
O 3.518 -0.316 0.206  -0.888
O 1.484 -1.145 1.099  -0.709
S 1.290 1.339 -0.007  -0.081
S 2.954 -0.760 1.673  2.529
H -1.987 -0.099 -0.327  0.238
H -1.535 0.148 -2.016  0.225
H -1.344 1.532 -1.044  0.250
H -0.919 -0.891 2.308  0.233
H -1.273 0.710 1.716  0.228
H 0.058 0.338 2.745  0.238
H 0.414 -0.615 -2.477  0.384
H 1.609 -1.450 -1.444  0.425
H 3.325 0.545 -0.001  0.506

Computed properties:
Charge   0
Spin multiplicity   1
HOMO-LUMO gap   9.5 eV
HOMO   -9.0 eV
LUMO   0.47 eV

***

*Q*
ORCA calculation (wB97M-V/def2-TZVPD) on 2 unconnected molecules or ions with the total composition C4H9NO4S2.

Each line ends with the natural charge from an NBO analysis.
Atoms and positions in Å:
C -0.990 1.625 -0.358  -0.424
C -1.400 0.500 -1.353  -0.429
C -1.393 0.773 0.821  -0.403
C -1.834 -0.396 -0.188  -0.417
N 3.468 -0.467 0.908  -0.961
O -0.640 -2.322 1.308  -0.961
O -0.615 -2.731 -1.088  -0.958
O 2.862 1.541 -0.089  -0.798
O 0.773 -0.926 -0.148  -1.150
S -0.579 -1.777 -0.021  2.351
S 2.872 0.171 -0.468  1.730
H 0.129 1.748 -0.199  0.213
H -1.600 2.482 -0.363  0.213
H -2.260 0.636 -1.974  0.210
H -0.678 -0.083 -1.776  0.232
H -0.542 0.257 1.455  0.242
H -2.272 0.994 1.360  0.211
H -2.886 -0.904 -0.296  0.239
H 3.885 0.279 1.470  0.432
H 3.699 -1.402 0.999  0.427

Computed properties:
Charge   0
Spin multiplicity   1
HOMO-LUMO gap   6.5 eV
HOMO   -9.2 eV
LUMO   -2.70 eV

***

What should be chosen as the least stable of them? Choose *Q*.

***

*P*
ORCA calculation (wB97M-V/def2-TZVPD) on a gas-phase ion, C6H15NP (charge +1).

Each line ends with the natural charge from an NBO analysis.
Atoms and positions in Å:
C 1.276 0.470 0.134  0.467
C 2.650 0.059 0.089  -0.715
C 0.919 1.803 0.655  -0.710
C -1.709 -0.088 1.154  -0.664
C -1.920 -0.628 -1.401  -0.625
C -1.099 0.023 -0.276  -0.075
N 0.309 -0.314 -0.198  -0.475
P 0.961 -1.990 -0.824  0.520
H 3.399 0.896 0.131  0.281
H 2.870 -0.645 -0.719  0.266
H 2.749 -0.573 0.967  0.276
H 1.553 2.184 1.391  0.262
H -0.088 1.646 1.109  0.256
H 0.563 2.540 -0.155  0.284
H -1.306 -1.012 1.718  0.236
H -1.882 0.800 1.757  0.246
H -2.857 -0.198 0.931  0.247
H -2.025 -1.718 -1.176  0.225
H -1.203 -0.797 -2.233  0.223
H -2.832 0.021 -1.617  0.269
H -1.130 1.124 -0.502  0.219
H 1.278 -2.566 0.374  -0.013
H -0.286 -2.686 -0.788  0.001

Computed properties:
Charge   +1
Spin multiplicity   1
HOMO-LUMO gap   10.7 eV
HOMO   -14.4 eV
LUMO   -3.68 eV

***

*Q*
ORCA calculation (wB97M-V/def2-TZVPD) on a gas-phase ion, C6H15NP (charge +1).

Each line ends with the natural charge from an NBO analysis.
Atoms and positions in Å:
C -1.746 -0.072 0.673  -0.303
C -0.301 0.216 0.488  -0.283
C -4.176 -0.247 -0.233  -0.403
C 2.621 -0.745 -1.198  -0.627
C 2.904 0.275 1.060  -0.619
C 2.412 0.507 -0.358  -0.419
N -2.825 0.416 -0.322  -0.630
P 0.610 1.123 -0.596  0.817
H -1.594 -1.207 0.673  0.272
H -2.007 0.122 1.691  0.242
H -4.838 0.535 0.110  0.204
H 0.174 -0.135 1.348  0.231
H -4.059 -1.025 0.627  0.188
H -4.524 -0.673 -1.150  0.217
H 3.786 -0.773 -1.051  0.241
H 2.064 -1.503 -0.788  0.209
H 2.552 -0.795 -2.317  0.250
H 3.845 -0.249 1.044  0.257
H 2.164 -0.451 1.579  0.198
H 2.885 1.223 1.666  0.244
H 2.991 1.333 -0.836  0.248
H -2.979 1.372 -0.246  0.368
H 0.041 0.751 -1.865  0.097

Computed properties:
Charge   +1
Spin multiplicity   1
HOMO-LUMO gap   7.1 eV
HOMO   -12.9 eV
LUMO   -5.77 eV

***

What should be chosen as the least stable of them? Choose *Q*.